A structure of composition C24H26CuNO3PSe2, computed with ωB97M-V with the def2-TZVPD basis set.

LUMO = 2.25 eV
E = -7995.36972 hartree
Net charge = -1
E_HOMO = -0.1345 Ha
Kohn-Sham gap = 5.913 eV
ΔE to the lowest compared entry with this formula, charge and spin = 0.661 eV
Spin multiplicity = 1

The geometry in XYZ format:
```
58
Properties=species:S:1:pos:R:3:forces:R:3:mulliken_charge:R:1
H 2.0513 -1.9796 2.7331 -0.3 0.2 -0.2 0.355
H -0.6963 1.8821 -2.1064 0.0 0.1 0.0 0.476
H 2.4132 1.1388 4.4591 -0.1 -0.2 -0.1 0.303
C 1.6112 2.1518 2.0026 -0.4 0.0 -0.1 -1.139
C -0.3162 -0.2208 -2.2932 0.1 0.1 0.0 0.309
C -2.0040 -4.4379 0.1673 0.3 0.2 0.2 -0.992
C 0.7646 -0.9026 -4.3278 0.1 -0.1 -0.2 -0.731
C -1.2817 -3.2359 0.2825 -0.7 0.2 -1.2 1.012
C 3.5707 2.4007 3.5857 0.0 0.5 -0.5 -1.200
H -2.0518 0.2661 1.7734 0.1 0.1 0.0 -0.028
Se 0.5644 0.7505 2.9214 0.0 -0.2 0.1 -0.451
C 3.1254 2.0628 2.1400 0.1 0.1 0.0 1.796
C -2.7098 0.6091 0.9842 0.1 -0.1 0.0 -0.437
H 3.5686 4.1394 1.6819 0.1 -0.1 0.1 0.425
C -1.5021 -2.2497 -0.7030 0.0 -0.2 0.0 -0.160
C -3.1918 0.8345 -1.3631 0.0 -0.1 0.1 -0.103
N 0.6658 -2.4131 1.5221 -0.8 -1.0 0.5 0.479
H -3.3664 -5.6304 -0.9506 0.0 -0.1 0.0 0.384
C 3.7655 3.1515 1.2458 0.2 -0.1 0.5 -1.151
H -4.9779 1.9042 -1.8403 -0.1 0.0 0.0 0.393
H 3.0633 3.3383 3.8763 0.1 0.0 -0.1 0.349
C 0.1859 1.3998 -3.9971 0.0 0.1 -0.1 -0.730
O 3.2940 3.2122 -0.0675 -0.1 0.2 -0.5 -0.497
H 4.8583 2.9849 1.2597 -0.1 0.1 0.0 0.325
H -4.1156 1.4979 2.3255 0.0 0.0 0.1 0.429
C 0.7090 0.3985 -4.7985 0.0 0.0 -0.1 -0.479
H 4.6529 2.5814 3.5925 -0.1 0.1 0.0 0.432
C -2.3631 0.3721 -0.3449 0.1 0.0 0.0 0.774
C -0.3127 1.0976 -2.7456 -0.1 -0.2 0.1 -0.490
H 4.7544 0.6947 1.7541 0.0 0.1 0.1 0.475
H 1.2105 -1.6768 -4.9352 0.0 -0.1 -0.1 0.402
H -1.8733 -5.1956 0.9282 0.0 0.0 0.1 0.381
C -4.3418 1.5350 -1.0470 -0.1 0.0 -0.2 -0.744
P -0.8104 -0.5646 -0.5877 0.2 0.1 0.3 2.067
H -2.9426 0.6499 -2.4000 0.0 0.0 0.0 0.334
H 3.2992 2.3051 -0.4194 -0.1 -0.2 0.0 0.278
H 0.1779 2.4214 -4.3479 0.0 0.1 0.0 0.405
H -0.5336 -3.9054 2.1843 0.0 0.0 0.0 0.310
C -3.0094 -3.7315 -1.8864 0.0 -0.1 0.0 -0.875
H 1.3219 2.0727 0.9525 0.2 0.2 0.2 0.181
O 3.3432 1.4107 4.5453 -0.1 -0.3 0.4 -0.560
H 0.3178 -2.2295 -2.7058 0.0 0.0 0.0 0.427
O 1.4029 -2.7008 2.6653 -0.4 -0.5 -0.3 -0.522
Cu 0.8527 -0.6077 0.8825 0.2 1.1 -0.4 -0.472
C -2.3533 -2.5234 -1.7727 0.0 -0.2 0.1 -0.302
C -4.6804 1.7695 0.2761 -0.1 0.1 0.0 -0.468
H 3.3430 -0.0371 2.5292 0.2 0.2 0.0 0.192
H 1.2461 3.1043 2.3899 0.1 0.1 -0.1 0.530
H -3.6483 -3.9333 -2.7336 -0.1 0.0 -0.1 0.419
C -3.8638 1.3047 1.2929 -0.1 0.0 0.0 -0.645
C -2.8440 -4.6868 -0.8922 -0.1 0.0 -0.1 -0.643
H -5.5787 2.3222 0.5118 -0.1 0.1 0.0 0.370
C 3.6628 0.6843 1.7753 0.0 -0.4 -0.2 -1.189
C -0.3727 -3.1652 1.3983 1.5 -0.1 1.4 -0.798
H -2.4901 -1.7749 -2.5410 0.0 0.1 0.0 0.263
H 1.0916 0.6354 -5.7809 0.1 0.0 -0.1 0.391
C 0.2609 -1.2157 -3.0804 -0.2 0.1 0.1 -0.345
Se 3.0824 -0.0659 0.0295 0.0 0.0 0.0 -0.514
```
Positions in Å, forces in eV/Å.

---

An isolated molecule of C4H6N2O, computed with ωB97M-V with the def2-TZVPD basis set.

LUMO = 0.44 eV
E = -340.64737 hartree
E_HOMO = -0.2712 Ha
Kohn-Sham gap = 7.818 eV
ΔE to the lowest compared entry with this formula, charge and spin = 4.015 eV
Spin multiplicity = 1

The geometry in XYZ format:
```
13
Properties=species:S:1:pos:R:3:forces:R:3:mulliken_charge:R:1
C 0.8030 1.2983 -0.6400 0.2 0.0 0.2 -1.007
C 1.8141 0.4305 -0.4131 0.1 0.4 -0.1 -0.308
H 1.9263 -1.7106 0.1939 -0.1 0.0 0.0 0.245
N -1.7744 0.6808 -0.2802 0.0 0.0 -0.1 -0.709
C 0.0708 -0.8384 0.2024 0.2 0.1 0.1 -0.136
N 1.3629 -0.8776 0.0934 -0.3 -0.2 -0.1 0.004
H -1.9676 1.4717 -0.8903 0.2 -0.2 0.1 0.258
H -2.2854 0.8185 0.5826 -0.1 0.2 -0.1 0.274
O -0.7291 -1.8645 0.4070 0.0 0.2 -0.1 -0.505
H 2.8908 0.5588 -0.4624 -0.2 -0.1 -0.2 0.401
H -1.6200 -1.5370 0.1554 0.1 -0.1 0.1 0.360
C -0.3571 0.5725 0.0230 0.0 -0.1 0.2 0.970
H -0.1344 0.9970 1.0282 -0.1 -0.2 0.0 0.154
```
Positions in Å, forces in eV/Å.

---

A structure of composition C27H28EuN2O4P2S, computed with ωB97M-V with the def2-TZVPD basis set.

LUMO (alpha / beta) = -4.17 / -2.90 eV
E = -3246.99177 hartree
Net charge = +1
E_HOMO (alpha / beta) = -0.3671 / -0.3685 Ha
Kohn-Sham gap (alpha / beta) = 5.823 / 7.131 eV
ΔE to the lowest compared entry with this formula, charge and spin = 4.376 eV
Spin multiplicity = 7

The geometry in XYZ format:
```
65
Properties=species:S:1:pos:R:3:forces:R:3:mulliken_charge:R:1
H -3.4566 -2.6164 3.1740 1.1 -0.9 2.0 1.225
C 5.5881 1.0183 -0.9327 -0.5 0.2 0.3 -0.513
H 2.0152 -2.7206 -3.0218 -0.3 -0.2 -0.3 0.374
C -3.9073 0.1918 3.3140 -0.1 -0.6 0.3 -0.767
O -0.4128 -2.0671 2.8950 -2.8 0.8 -2.2 -0.248
C -3.1097 -3.9377 0.5683 -0.1 -0.1 0.4 -0.760
C -2.2049 -1.8117 0.0201 1.0 0.3 -0.5 0.957
C 0.9682 -2.5398 -3.3051 0.5 -0.2 0.3 -1.168
O 2.1982 -0.6571 2.0595 0.0 0.3 0.2 -0.688
H -2.7424 1.8621 -0.9564 -0.1 0.1 0.2 0.447
P 0.4407 -1.0552 -2.3716 -1.1 -0.2 -0.3 0.842
H -0.4504 4.4660 -1.3659 0.0 -0.3 -0.1 0.504
H -2.0162 -3.9472 -2.6381 0.0 0.1 0.1 0.483
H 0.8071 3.3521 -2.0111 -0.3 0.1 0.0 0.293
C -2.7587 1.5649 1.1778 0.1 -0.2 0.1 0.080
N 2.1759 1.2964 0.5386 0.1 -0.8 0.8 -0.237
C 0.0133 3.3384 1.0800 0.5 -0.1 0.1 -1.391
C -3.1418 -2.0563 2.3497 -5.1 2.1 -5.1 0.019
O 2.7426 1.9892 -1.5986 0.6 -0.9 1.8 -0.684
C -3.2121 -0.5178 2.3560 -0.2 -0.7 0.6 -0.244
C -2.2963 2.3116 -0.0562 -0.1 -0.1 -0.3 -1.154
C 4.4297 1.0442 -0.1345 0.9 -0.3 -0.4 0.045
C 6.7566 0.4625 -0.4047 0.1 -0.1 0.0 -0.478
H 5.5788 -0.4742 2.6799 0.2 0.0 -0.2 0.467
C -2.8256 -2.6338 0.9405 -0.1 -0.7 0.9 -0.565
H 0.3739 -3.4240 -3.0350 0.2 0.3 0.0 0.323
C 5.6083 -0.0710 1.6703 0.1 0.1 -0.1 -0.614
H -3.5525 3.3183 2.1431 0.0 0.0 -0.2 0.441
H 1.4848 0.8990 -3.2686 -0.3 0.0 -0.4 0.231
C 6.7780 -0.0803 0.8915 -0.5 0.1 0.1 -0.534
H -0.8966 3.1760 -2.5391 0.2 0.1 0.1 0.395
C -1.4202 -1.2835 -2.3834 0.0 0.0 0.1 -1.190
H -0.1456 4.3921 0.8173 0.0 -0.3 0.2 0.452
C -0.2430 3.4394 -1.6968 0.3 -0.3 -0.4 -1.395
H 0.9149 -2.3627 -4.3884 -0.1 -0.1 0.4 0.388
H 5.5433 1.4434 -1.9386 0.1 -0.2 0.4 0.489
H -1.6706 -1.6553 -3.3911 -0.1 0.1 0.4 0.658
C -2.7869 -4.4245 -0.6901 0.0 0.0 -0.1 -1.214
C -1.5631 -2.2959 3.0551 9.3 -1.9 5.3 -0.533
C -2.5699 0.1702 1.3432 0.2 0.4 -0.4 1.086
C -3.4383 2.2423 2.1891 0.0 0.1 0.0 -0.690
H 1.0790 3.1467 1.2551 -0.4 0.4 0.1 0.285
H -2.5916 3.3702 -0.0142 -0.2 -0.3 0.1 0.494
C 3.0706 1.5121 -0.4963 -1.1 0.8 -1.4 0.436
C 0.6572 0.2647 -3.6256 0.5 0.3 0.3 -1.074
P -0.4791 2.2664 -0.3203 -0.6 0.5 0.6 1.305
H -0.5472 3.0848 1.9881 0.1 0.0 -0.2 0.357
H 7.6974 -0.5206 1.2957 -0.4 0.2 -0.2 0.396
S 2.8767 0.6526 1.8842 0.4 1.3 -1.1 1.128
H -2.9839 -5.4659 -0.9424 0.0 0.3 0.1 0.385
C -2.2209 -3.5758 -1.6379 -0.2 0.2 0.2 -0.672
Eu 0.3063 -0.4634 0.5688 3.3 0.1 -0.3 0.813
C -3.9892 1.5685 3.2663 -0.2 0.1 0.3 -1.251
H -4.5033 2.1026 4.0678 0.2 -0.1 -0.3 0.374
H -3.5696 -4.5601 1.3202 -0.1 -0.4 -0.1 0.541
C -1.9516 -2.2403 -1.3207 0.0 0.2 0.4 -0.368
H -4.3599 -0.3939 4.1004 -0.2 0.2 0.3 0.533
H 7.6764 0.4380 -1.0054 -0.5 0.0 0.3 0.379
H -4.2109 -2.3700 2.3749 -2.4 1.2 -2.3 0.785
H 0.9169 -0.1895 -4.5925 -0.1 0.3 0.3 0.451
C 4.4531 0.4935 1.1320 1.3 -0.6 0.4 0.269
H -1.8746 -0.2834 -2.2600 0.2 -0.4 0.0 0.257
N -1.6987 -0.5822 0.5195 -3.4 0.8 -1.1 0.364
H -0.2529 0.8744 -3.7226 0.3 -0.2 0.1 0.311
O 2.9038 1.5243 3.0296 -0.2 -0.8 -0.6 -0.630
```
Positions in Å, forces in eV/Å.

---

The ion C4H8NO2 with charge +1, computed with ωB97M-V with the def2-TZVPD basis set.

LUMO = -3.97 eV
E = -361.92629 hartree
Net charge = +1
E_HOMO = -0.5214 Ha
Kohn-Sham gap = 10.215 eV
ΔE to the lowest compared entry with this formula, charge and spin = 7.815 eV
Spin multiplicity = 1

The geometry in XYZ format:
```
15
Properties=species:S:1:pos:R:3:forces:R:3:mulliken_charge:R:1
H 0.1327 0.5973 2.4973 0.3 0.7 -1.1 0.363
C -0.4737 0.1691 -0.6249 4.0 1.9 -4.8 -0.422
H 0.1395 -2.2008 0.1593 -1.0 1.0 1.3 0.385
H 0.8268 2.6112 -3.5342 0.7 0.0 -2.5 0.336
N -0.6076 -0.2549 0.7059 -1.6 1.0 -1.0 0.174
O 1.0382 1.1899 -2.3786 0.5 -1.2 -0.4 -0.194
H -1.5601 -1.9710 -0.1519 1.0 0.8 1.5 0.349
C -0.7748 -1.7182 0.6633 -0.5 -2.7 -3.7 -0.872
O 0.6196 2.5212 -2.6342 -1.1 0.8 2.8 -0.224
H 1.0930 -0.5709 1.8400 0.4 -1.8 0.3 0.369
C 0.5034 0.2330 1.5119 0.7 0.3 2.6 -0.765
H -1.5212 0.2414 0.8983 0.9 -0.9 0.8 0.408
H 1.2659 0.7494 0.9396 -0.8 1.0 0.1 0.278
C 0.4068 0.6552 -1.4250 -3.8 -1.3 3.1 0.421
H -1.0887 -2.2519 1.5332 0.2 0.4 1.1 0.395
```
Positions in Å, forces in eV/Å.

---

An isolated molecule of C5H8O, computed with ωB97M-V with the def2-TZVPD basis set.

LUMO = 0.97 eV
E = -270.52734 hartree
E_HOMO = -0.3450 Ha
Kohn-Sham gap = 10.362 eV
ΔE to the lowest compared entry with this formula, charge and spin = 0.831 eV
Spin multiplicity = 1

The geometry in XYZ format:
```
14
Properties=species:S:1:pos:R:3:forces:R:3:mulliken_charge:R:1
C 0.3177 0.8976 -0.3166 0.1 0.1 0.0 -0.708
C -0.7050 0.5882 0.7739 0.0 0.0 0.2 0.764
H -1.7126 -1.0062 -0.2848 0.0 0.1 0.1 0.312
H -0.1843 1.3668 -1.1724 0.0 -0.1 0.1 0.320
H 0.5441 -0.9425 -1.5523 0.1 0.1 0.1 0.335
O -0.5063 0.9026 1.9263 -0.1 -0.1 -0.4 -0.546
C 2.1215 -0.8319 -0.1792 -0.1 0.1 -0.1 -0.763
H 2.6089 -0.2905 0.6294 -0.1 -0.1 -0.1 0.254
H 1.0363 1.6071 0.1025 -0.1 -0.1 0.0 0.315
H -2.5855 0.5283 -0.2565 0.1 -0.1 0.1 0.302
H -2.5181 -0.4674 1.2218 0.1 0.0 -0.1 0.312
C 1.0129 -0.3717 -0.7506 0.1 -0.1 0.1 -0.077
C -1.9582 -0.1425 0.3431 -0.1 0.0 0.1 -1.085
H 2.5797 -1.7649 -0.4952 -0.1 0.1 0.0 0.265
```
Positions in Å, forces in eV/Å.

---

A structure of composition C3H4FO2Tl, computed with ωB97M-V with the def2-TZVPD basis set.

LUMO (alpha / beta) = -4.93 / -5.87 eV
E = -539.14325 hartree
Net charge = +1
E_HOMO (alpha / beta) = -0.5370 / -0.5305 Ha
Kohn-Sham gap (alpha / beta) = 9.688 / 8.570 eV
ΔE to the lowest compared entry with this formula, charge and spin = 0.000 eV
Spin multiplicity = 2

The geometry in XYZ format:
```
11
Properties=species:S:1:pos:R:3:forces:R:3:mulliken_charge:R:1
C -0.4994 -1.2338 -0.4793 -0.4 0.8 2.4 -0.284
H -1.3933 0.5088 0.7617 0.2 -0.2 0.1 0.344
O 0.7010 0.5406 0.8537 1.2 -0.1 -0.5 -0.203
F -0.1633 2.2109 -0.1387 0.3 0.2 -0.4 -0.182
H -1.4398 -1.8190 -0.4802 0.2 0.1 0.0 0.357
H -0.5644 -0.7673 1.7711 0.0 0.2 -0.2 0.315
O -0.2130 -0.7016 -1.6591 0.3 0.5 0.0 -0.287
H 0.3149 -1.9592 -0.2471 -0.2 0.1 -0.1 0.295
Tl 2.8454 1.8169 -1.4016 0.8 0.1 -0.6 0.834
C 0.9620 1.5833 0.1692 -2.0 -0.5 1.1 0.203
C -0.5502 -0.1798 0.8503 -0.5 -1.3 -1.8 -0.391
```
Positions in Å, forces in eV/Å.

---

A structure of composition C4H12CuN4O14S2, computed with ωB97M-V with the def2-TZVPD basis set.

LUMO (alpha / beta) = 3.87 / 3.87 eV
E = -3868.36837 hartree
Net charge = -2
E_HOMO (alpha / beta) = -0.0927 / -0.0915 Ha
Kohn-Sham gap (alpha / beta) = 6.388 / 6.357 eV
ΔE to the lowest compared entry with this formula, charge and spin = 0.000 eV
Spin multiplicity = 2

The geometry in XYZ format:
```
37
Properties=species:S:1:pos:R:3:forces:R:3:mulliken_charge:R:1
N -1.7048 -0.0819 3.6164 -0.4 0.1 -0.6 0.708
O 4.0220 0.3274 0.9585 0.0 -0.2 0.4 -0.737
H 4.0321 1.5901 -2.3318 0.3 -0.1 0.1 0.386
O 0.8920 0.5516 -1.1394 -0.4 -0.5 0.0 -0.258
H 3.3093 -0.0463 -2.6091 0.0 0.2 -0.2 0.285
O -1.3906 -0.3453 4.7869 0.0 0.1 -0.2 -0.655
C 3.3692 0.8199 -1.9434 -0.6 -0.5 -0.4 -0.814
H 2.2817 1.5521 -4.1725 0.1 -0.1 0.2 0.389
H 3.6120 0.4240 -0.9553 0.1 0.6 0.2 0.185
O 3.8262 -0.9933 2.6787 0.1 0.3 -0.5 -0.639
N 3.3367 -0.3862 1.7218 -0.8 -0.1 0.0 0.939
O 0.9004 2.3327 1.5363 0.1 -1.4 -0.6 -0.515
H 0.7039 2.2297 -3.9406 -0.5 -0.3 0.2 0.335
O -0.5758 -1.6094 0.5571 0.7 0.7 0.3 -0.225
O -3.5839 2.0112 0.4187 0.0 0.0 0.0 -0.606
O 2.0902 -0.5249 1.4889 0.5 -0.1 0.0 -0.546
H -2.7694 -1.3003 -0.7218 0.1 -0.3 0.3 0.115
H -2.9751 -2.8491 -1.5889 0.1 0.0 -0.5 0.410
H -2.1185 -4.7046 -0.0806 0.1 0.2 -0.2 0.407
H -1.9679 -1.3960 -2.1986 0.2 -0.5 -0.3 0.286
O 0.9085 3.8898 3.0318 0.1 -0.3 -0.3 -0.681
Cu 0.2134 0.3789 0.9128 -0.8 1.1 0.9 1.137
C 1.3479 1.4150 -3.6198 0.5 0.3 -0.2 -1.008
H 0.9661 0.4197 -3.8375 -0.2 0.1 0.1 0.268
O -0.7838 -0.0155 2.7397 0.5 0.0 0.4 -0.296
N 0.2516 3.1800 2.2554 -0.6 0.8 0.4 0.903
H -1.0471 -4.2926 1.2426 0.0 0.2 0.1 0.343
S -0.8728 -2.6642 -0.4367 -0.5 0.3 -0.3 0.407
N -2.7772 1.6450 -0.4247 0.2 -0.1 -0.1 0.700
C -1.7642 -3.8736 0.5380 -0.2 -0.8 0.1 -1.116
O -0.9590 3.3073 2.1310 0.3 -0.3 -0.1 -0.543
O -1.7518 0.9757 -0.0943 -0.2 0.0 -0.3 -0.284
H -2.6137 -3.4601 1.0796 0.1 0.4 0.0 0.335
O -2.8846 0.0842 3.2790 0.4 -0.2 0.1 -0.601
C -2.2855 -2.0363 -1.3778 -0.2 0.7 0.7 -0.768
O -2.9605 1.8878 -1.6484 0.1 -0.1 0.1 -0.701
S 1.7233 1.5576 -1.8523 0.6 0.3 0.3 0.453
```
Positions in Å, forces in eV/Å.

---

A cluster of 2 separate species, C7H14N2 in total, computed with ωB97M-V with the def2-TZVPD basis set.

LUMO (alpha / beta) = -4.15 / -7.93 eV
E = -384.30329 hartree
Net charge = +1
E_HOMO (alpha / beta) = -0.5094 / -0.5094 Ha
Kohn-Sham gap (alpha / beta) = 9.711 / 5.937 eV
ΔE to the lowest compared entry with this formula, charge and spin = 0.658 eV
Spin multiplicity = 2

The geometry in XYZ format:
```
23
Properties=species:S:1:pos:R:3:forces:R:3:mulliken_charge:R:1
N -1.3626 2.2490 -1.3052 2.7 -0.8 -1.0 -0.081
C -0.4242 1.2448 2.0854 2.0 0.2 -0.6 -1.064
H 0.7078 -2.8362 -2.2043 0.4 0.1 0.0 0.329
H 2.3974 -3.2787 1.3079 -0.1 -0.3 -0.2 0.329
H 1.7443 -4.0304 -1.3817 0.0 -0.1 0.1 0.330
H 0.9942 -2.6706 2.0888 -0.2 0.0 0.2 0.310
H 1.5626 -1.5647 -0.0914 -0.1 -0.1 -0.5 0.258
C 0.0654 1.9386 -1.3587 -1.4 -0.3 0.8 -0.143
C -0.5452 1.7220 0.6977 0.6 -0.5 -0.3 0.696
C 0.9104 -2.4441 -0.0700 0.0 -0.6 1.3 0.133
C 0.8877 -3.3755 -1.2670 -1.2 0.8 -0.6 -1.258
H -1.8433 2.1246 -2.1880 -0.9 0.6 0.4 0.310
H -0.7273 0.2061 2.1614 -0.6 -0.2 0.1 0.300
H -0.8053 1.8784 2.8609 -0.7 0.2 0.2 0.392
H -0.0750 -3.8916 -1.1461 0.6 -0.7 -0.1 0.334
H 0.6683 1.1878 2.2250 -0.3 0.0 0.2 0.357
H -0.1292 -2.1182 0.0898 0.2 0.3 -0.1 0.102
N 0.4873 1.6058 -0.1860 0.5 0.3 0.7 -0.332
H 0.6668 1.8709 -2.2537 -0.3 0.3 -0.2 0.411
H 0.8674 -4.2239 1.2717 0.1 0.1 -0.2 0.337
C -1.6974 2.1176 -0.0411 -1.7 0.0 -0.3 -0.276
C 1.3096 -3.2277 1.2088 0.1 0.7 0.0 -1.204
H -2.7227 2.1880 0.2996 0.1 0.1 0.0 0.429
```
Positions in Å, forces in eV/Å.